No. 1
Computed, not measured: 4 unconnected molecules or ions with the total composition C27H62BBr3N4O11 in a non-equilibrium geometry, with the ωB97M-V functional and the def2-TZVPD basis.

```
108
Properties=species:S:1:pos:R:3:forces:R:3:lowdin_charge:R:1
C -0.410 0.143 -0.949 -0.7 -0.9 0.9 -0.06
O -0.631 -0.042 -2.352 0.4 1.1 0.2 0.06
B -1.532 0.834 -2.898 0.0 0.6 -0.4 -0.59
O -1.272 1.427 -4.122 -0.5 -1.5 0.1 0.15
C -2.970 1.209 -2.226 1.6 -1.3 -0.2 -0.29
O -3.962 0.503 -3.002 0.3 0.3 0.0 -0.06
O -3.102 2.602 -2.315 -0.6 -0.4 0.9 -0.08
C -3.704 3.230 -1.201 -1.3 1.4 0.3 -0.33
C -5.214 3.614 -1.455 0.2 -0.4 0.5 -0.20
N -5.935 2.593 -2.205 0.2 -0.2 0.6 -0.06
C -7.237 2.292 -1.636 0.7 0.2 -0.7 -0.19
C -7.992 1.148 -2.345 2.8 1.0 0.6 -0.80
O -9.134 1.217 -2.420 -3.9 -0.3 -0.4 0.06
Br -7.102 -0.392 -3.139 0.3 0.2 0.2 0.80
C -2.838 4.483 -0.812 0.7 -1.4 -0.6 -0.65
Br -3.812 5.673 0.415 0.3 -0.2 -0.3 0.74
C -2.216 5.247 -2.001 -0.7 0.9 0.2 -0.75
C -3.167 5.545 -3.174 0.1 0.2 0.5 -0.13
Br -0.515 4.442 -2.600 -0.5 0.1 0.2 0.75
H 0.493 -0.374 -0.599 -0.1 0.2 -0.6 0.09
H -1.246 -0.348 -0.416 0.3 0.4 0.0 0.09
H -0.344 1.192 -0.628 0.0 -0.2 -0.3 0.10
H -2.107 1.336 -4.614 0.3 0.7 -0.1 0.11
H -3.014 0.811 -1.197 -0.4 0.7 0.0 0.14
H -3.606 -0.394 -3.104 -0.3 0.1 0.0 0.10
H -3.726 2.609 -0.290 0.3 -0.3 -0.6 0.15
H -5.671 3.629 -0.452 0.2 0.2 -0.3 0.09
H -5.326 4.634 -1.849 0.1 -0.3 -0.1 0.09
H -5.979 2.796 -3.196 0.0 -0.1 0.1 0.13
H -7.169 2.013 -0.571 0.3 0.0 -0.4 0.14
H -7.885 3.186 -1.684 -0.3 -0.6 0.0 0.13
H -2.012 4.074 -0.216 -0.2 0.4 0.0 0.08
H -1.919 6.230 -1.609 0.2 -0.4 -0.1 0.07
H -2.657 6.249 -3.841 -0.2 -0.4 -0.2 0.08
H -3.541 4.646 -3.674 0.4 0.2 -0.1 0.08
H -4.039 6.084 -2.764 0.3 -0.1 -0.1 0.07
C 3.496 -3.456 4.100 0.0 0.2 0.1 -0.12
O 4.254 -2.312 4.448 -0.1 -0.3 -0.2 -0.20
C 5.516 -2.247 3.784 0.2 0.4 0.3 -0.21
C 5.558 -1.054 2.850 -0.3 -0.2 -0.1 -0.22
N 4.670 -1.253 1.707 0.2 0.1 0.1 -0.05
C 4.481 -0.053 0.895 -0.2 -0.3 0.0 -0.20
C 3.751 1.125 1.541 0.1 0.2 -0.4 -0.22
O 2.385 0.868 1.829 0.2 0.0 0.2 -0.19
C 2.145 0.278 3.096 -0.3 0.0 -0.2 -0.10
H 2.596 -3.460 4.715 0.0 0.1 0.0 0.09
H 3.197 -3.427 3.047 0.0 -0.2 0.0 0.08
H 4.058 -4.373 4.300 0.0 0.0 -0.1 0.09
H 5.744 -3.175 3.252 -0.2 0.0 -0.1 0.12
H 6.277 -2.110 4.558 0.0 0.0 0.0 0.12
H 6.581 -0.913 2.492 0.0 0.1 0.0 0.12
H 5.271 -0.167 3.428 0.2 0.0 0.1 0.10
H 3.766 -1.559 2.044 0.0 0.0 0.0 0.07
H 3.907 -0.357 0.015 0.0 0.1 0.0 0.12
H 5.456 0.287 0.532 0.0 0.0 0.1 0.12
H 3.749 1.940 0.812 0.0 0.0 0.0 0.12
H 4.272 1.511 2.424 -0.1 -0.1 0.1 0.10
H 2.879 0.590 3.844 0.1 -0.1 0.0 0.09
H 2.130 -0.812 3.020 0.1 0.0 0.2 0.07
H 1.156 0.596 3.431 0.0 0.0 0.0 0.09
C 10.935 4.194 2.437 0.1 -0.1 0.1 -0.12
O 11.037 3.931 3.825 -0.1 0.2 -0.3 -0.20
C 10.377 4.901 4.634 0.2 -0.2 0.4 -0.22
C 9.212 4.265 5.371 0.0 -0.1 -0.4 -0.21
N 8.138 3.919 4.447 0.0 0.0 0.2 -0.05
C 7.089 3.093 5.042 0.1 0.0 -0.3 -0.20
C 7.469 1.677 5.475 -0.4 0.0 0.1 -0.22
O 7.805 0.817 4.398 0.2 0.1 0.2 -0.20
C 9.168 0.851 4.007 -0.2 -0.2 -0.2 -0.09
H 11.536 3.453 1.911 0.0 0.0 0.1 0.09
H 9.899 4.109 2.093 0.0 0.1 -0.1 0.08
H 11.322 5.189 2.198 -0.1 0.0 -0.1 0.09
H 10.050 5.765 4.049 -0.1 -0.1 -0.1 0.12
H 11.106 5.252 5.370 0.0 0.0 0.0 0.12
H 8.832 4.968 6.118 0.0 0.0 0.0 0.12
H 9.593 3.378 5.893 0.1 0.1 0.2 0.11
H 8.532 3.418 3.660 0.0 0.0 0.0 0.07
H 6.294 3.010 4.296 0.0 -0.1 0.1 0.11
H 6.662 3.625 5.898 0.1 0.0 0.0 0.12
H 6.583 1.234 5.940 0.0 0.0 0.0 0.12
H 8.250 1.665 6.244 0.1 0.0 -0.1 0.11
H 9.834 1.063 4.847 0.0 0.1 0.0 0.09
H 9.325 1.584 3.212 0.2 0.1 0.1 0.07
H 9.424 -0.129 3.603 0.0 0.0 0.0 0.09
C -8.144 -8.901 -4.141 0.1 0.1 -0.1 -0.12
O -8.149 -7.925 -5.167 -0.1 -0.1 0.3 -0.20
C -9.308 -7.096 -5.153 0.1 0.2 -0.4 -0.22
C -8.927 -5.662 -4.835 0.2 -0.2 0.3 -0.21
N -8.496 -5.534 -3.446 -0.1 0.1 -0.2 -0.05
C -7.892 -4.240 -3.133 0.1 -0.2 0.2 -0.20
C -6.562 -3.904 -3.807 0.0 0.3 0.2 -0.25
O -5.483 -4.727 -3.393 -0.1 0.0 -0.3 -0.18
C -5.326 -5.927 -4.131 0.2 0.0 0.3 -0.10
H -7.268 -9.532 -4.284 0.0 0.0 -0.1 0.09
H -8.078 -8.435 -3.152 -0.1 -0.1 0.1 0.08
H -9.038 -9.529 -4.194 0.0 0.0 0.1 0.09
H -10.066 -7.468 -4.457 0.1 0.0 0.1 0.12
H -9.736 -7.129 -6.159 0.0 0.0 0.0 0.12
H -9.791 -5.013 -5.005 0.0 0.0 0.0 0.12
H -8.131 -5.368 -5.530 -0.1 0.0 -0.2 0.11
H -7.821 -6.260 -3.245 0.0 0.0 0.0 0.07
H -7.730 -4.222 -2.052 0.0 0.1 0.0 0.12
H -8.614 -3.448 -3.355 0.0 0.0 -0.1 0.11
H -6.294 -2.890 -3.498 0.0 -0.1 0.0 0.03
H -6.638 -3.877 -4.900 0.0 -0.2 0.0 0.11
H -5.642 -5.817 -5.172 -0.1 0.0 0.0 0.09
H -5.873 -6.747 -3.660 -0.1 -0.1 -0.2 0.07
H -4.267 -6.190 -4.119 0.0 0.1 0.0 0.09
```
Forces are in eV/Å.

Values from the calculation:
LUMO ... 0.4 eV
2S+1 ... 1
Net charge ... 0
SMILES ... COB(O)[C@H](O)O[C@H](CNCC(=O)Br)[C@H](Br)[C@H](C)Br.COCCNCCOC.COCCNCCOC.COCCNCCOC
Largest force on an atom ... 3.94 eV/Å
Total energy ... -9859.38874 Ha

=====

No. 2
Computed, not measured: 6 unconnected molecules or ions with the total composition C27H62INO8 in a non-equilibrium geometry, with the ωB97M-V functional and the def2-TZVPD basis.

```
99
Properties=species:S:1:pos:R:3:forces:R:3:lowdin_charge:R:1
C 1.428 3.084 1.890 0.0 0.4 -1.1 -0.13
C 1.421 4.124 0.655 -0.6 0.6 1.0 -0.31
C -0.097 4.500 0.187 1.6 -1.4 -1.1 -0.61
I -0.825 5.980 1.606 0.1 -0.4 -0.5 0.91
C -1.006 3.198 0.036 -1.5 0.4 0.3 -0.27
O -1.512 3.042 -1.341 -0.6 -2.1 1.2 -0.01
C -2.308 1.836 -1.188 0.5 -0.3 -1.5 -0.40
O -2.372 1.004 -2.102 -0.4 2.8 3.8 0.12
O -2.861 1.837 0.122 1.6 -0.5 -2.9 -0.01
C -2.418 3.100 0.770 -1.1 -1.3 -0.6 -0.21
C -3.615 4.097 0.343 1.8 1.8 1.3 -0.20
N -4.219 4.665 1.615 0.6 0.4 -0.4 -0.05
H 1.292 2.038 1.436 0.3 1.4 1.1 0.07
H 0.545 3.353 2.576 1.4 -0.5 -0.8 0.06
H 2.428 3.181 2.449 -1.7 -0.4 -0.8 0.09
H 2.036 3.757 -0.246 -1.0 0.5 1.4 0.12
H 1.838 5.112 1.082 -0.3 -1.6 -1.1 0.07
H 0.010 4.991 -0.845 -0.6 -0.6 1.7 0.11
H -0.552 2.165 0.238 0.3 1.9 0.3 0.16
H -2.401 2.783 1.879 0.1 1.0 -1.7 0.17
H -4.394 3.600 -0.325 1.3 0.6 1.1 0.14
H -3.109 5.001 -0.170 -0.9 -1.6 0.1 0.10
H -3.554 4.538 2.402 -0.7 0.0 -0.8 0.03
H -4.242 5.699 1.505 -0.3 -1.0 0.2 0.06
C -8.332 8.993 4.007 -0.1 0.0 0.1 -0.08
C -7.366 8.220 3.125 -0.1 0.0 0.1 -0.28
O -6.425 7.446 3.857 0.2 0.0 0.0 -0.17
C -6.961 6.443 4.711 -0.1 0.0 -0.1 -0.28
C -7.784 5.397 3.977 -0.1 0.0 -0.2 -0.08
H -7.786 9.648 4.691 0.0 0.0 -0.1 0.08
H -8.999 9.604 3.394 0.1 0.0 0.0 0.08
H -8.951 8.329 4.614 0.0 0.0 -0.1 0.06
H -6.787 8.931 2.532 0.2 -0.1 0.1 0.12
H -7.905 7.588 2.412 -0.1 0.0 0.0 0.11
H -7.538 6.903 5.519 -0.1 0.0 0.0 0.10
H -6.108 5.951 5.182 0.1 0.2 -0.1 0.12
H -8.665 5.832 3.499 0.0 0.0 0.1 0.06
H -8.128 4.628 4.674 0.0 0.1 0.0 0.08
H -7.188 4.920 3.195 0.0 0.0 0.1 0.07
C 1.986 -1.681 3.359 -0.1 0.0 0.1 -0.07
C 3.310 -0.978 3.608 -0.1 -0.1 -0.1 -0.27
O 3.167 0.304 4.205 0.0 0.2 0.0 -0.17
C 2.534 0.342 5.478 0.1 -0.1 0.0 -0.28
C 3.262 -0.463 6.542 0.1 -0.1 0.0 -0.08
H 1.337 -1.064 2.732 0.1 0.0 0.0 0.08
H 2.152 -2.637 2.857 0.0 0.1 0.0 0.07
H 1.448 -1.880 4.289 0.0 -0.1 0.0 0.07
H 3.808 -0.821 2.649 0.0 0.2 0.1 0.12
H 3.981 -1.603 4.206 -0.1 -0.1 0.0 0.11
H 1.490 0.027 5.390 0.0 -0.1 0.0 0.10
H 2.516 1.391 5.781 0.1 0.0 -0.2 0.12
H 3.295 -1.526 6.297 -0.1 0.0 0.1 0.07
H 2.759 -0.357 7.506 0.0 0.0 -0.1 0.08
H 4.294 -0.117 6.644 -0.1 0.0 0.0 0.08
C 5.369 -4.960 -0.211 0.0 0.0 -0.1 -0.07
C 4.186 -4.315 0.490 0.1 0.0 -0.1 -0.28
O 3.988 -2.953 0.134 0.0 0.2 0.2 -0.17
C 3.734 -2.688 -1.239 -0.1 -0.1 0.0 -0.28
C 2.487 -3.376 -1.770 -0.1 -0.1 0.0 -0.08
H 6.286 -4.400 -0.008 -0.1 0.0 0.0 0.08
H 5.501 -5.988 0.134 0.0 0.1 -0.1 0.07
H 5.236 -4.987 -1.295 0.0 -0.1 0.1 0.06
H 4.366 -4.330 1.568 -0.1 0.2 0.0 0.11
H 3.268 -4.888 0.322 0.0 0.0 -0.1 0.11
H 4.612 -2.943 -1.841 0.0 -0.1 0.0 0.11
H 3.604 -1.608 -1.326 0.1 0.0 0.2 0.12
H 2.569 -4.463 -1.723 0.0 0.0 -0.1 0.06
H 2.316 -3.098 -2.813 0.0 0.0 0.1 0.08
H 1.611 -3.087 -1.182 0.1 0.0 -0.1 0.08
C 6.868 -10.233 -1.912 0.0 0.0 -0.1 -0.08
C 5.686 -9.586 -1.210 0.1 0.0 -0.1 -0.28
O 5.490 -8.225 -1.567 0.0 0.2 0.1 -0.17
C 5.236 -7.962 -2.941 -0.1 -0.1 0.0 -0.28
C 3.988 -8.648 -3.470 -0.1 -0.1 0.0 -0.08
H 7.786 -9.675 -1.709 -0.1 0.0 0.0 0.08
H 6.999 -11.262 -1.565 0.0 0.1 0.0 0.08
H 6.735 -10.261 -2.995 0.0 -0.1 0.0 0.07
H 5.866 -9.601 -0.133 -0.1 0.2 0.0 0.12
H 4.768 -10.159 -1.378 0.0 0.0 -0.1 0.11
H 6.113 -8.219 -3.543 0.0 -0.1 -0.1 0.11
H 5.107 -6.881 -3.029 0.1 0.0 0.2 0.11
H 4.068 -9.736 -3.422 0.0 0.0 -0.1 0.07
H 3.817 -8.371 -4.514 0.0 0.0 0.1 0.08
H 3.113 -8.357 -2.883 0.1 0.0 -0.1 0.08
C -4.013 1.563 -7.405 0.0 0.1 0.1 -0.08
C -3.139 0.353 -7.690 0.0 0.1 0.1 -0.28
O -1.753 0.598 -7.501 0.1 0.0 -0.2 -0.17
C -1.354 0.988 -6.192 -0.1 -0.1 0.1 -0.27
C -1.679 -0.043 -5.125 0.0 -0.1 0.0 -0.08
H -3.712 2.409 -8.028 0.0 -0.1 0.0 0.08
H -5.061 1.331 -7.611 0.1 0.0 0.0 0.08
H -3.941 1.882 -6.363 -0.1 -0.1 0.0 0.06
H -3.263 0.069 -8.737 0.2 0.0 0.0 0.12
H -3.457 -0.510 -7.096 -0.1 0.0 0.1 0.10
H -1.782 1.963 -5.942 -0.1 0.0 0.1 0.11
H -0.271 1.127 -6.229 -0.1 0.0 -0.2 0.12
H -2.754 -0.209 -5.032 0.0 0.1 0.1 0.07
H -1.307 0.289 -4.153 -0.1 0.0 -0.1 0.06
H -1.217 -1.004 -5.368 0.0 0.1 0.0 0.08
```
Forces are in eV/Å.

Values from the calculation:
LUMO ... 0.0 eV
2S+1 ... 1
Net charge ... 0
SMILES ... CC[C@H](I)[C@@H]1OC(=O)O[C@@H]1CN.CCOCC.CCOCC.CCOCC.CCOCC.CCOCC
Largest force on an atom ... 4.78 eV/Å
Total energy ... -2020.13410 Ha